An isolated molecule of C4H7NO2. Source: OMol25; level of theory: ωB97M-V/def2-TZVPD.

- HOMO: -0.364 Ha
- SMILES string: O[C@@H]1CN=COC1
- Lowest unoccupied orbital energy: 0.821 eV
- Charge: 0
- Energy above the lowest of the compared OMol25 structures with the same formula, charge and spin: 1.434 eV

Cartesian coordinates (Å):
1 O -0.99557 -0.55970 1.46176
2 C -0.97563 -0.02529 0.15154
3 C -0.25347 -0.93467 -0.83963
4 N 1.15318 -1.06793 -0.46173
5 C 1.69128 -0.05861 0.08384
6 O 1.15297 1.13765 0.39230
7 C -0.24367 1.31064 0.11441
8 H -0.25714 -1.17590 1.56566
9 H -2.02131 0.13669 -0.12967
10 H -0.31132 -0.51477 -1.85439
11 H -0.70844 -1.92956 -0.87518
12 H 2.73578 -0.09040 0.39101
13 H -0.34896 1.77532 -0.87614
14 H -0.61770 1.99653 0.87622

These are the natural (NBO) partial charges, in e, on atoms 1 to 5: atom 1 (O): -0.714, atom 2 (C): 0.046, atom 3 (C): -0.280, atom 4 (N): -0.510, atom 5 (C): 0.400

A structure of composition C4H7NO2. Source: OMol25; level of theory: ωB97M-V/def2-TZVPD.

- HOMO: -0.301 Ha
- Lowest unoccupied orbital energy: 0.646 eV
- Charge: 0
- Energy above the lowest of the compared OMol25 structures with the same formula, charge and spin: 5.401 eV

Cartesian coordinates (Å):
1 O 1.84718 -0.98098 0.54127
2 C 1.01332 -0.02405 0.02265
3 C -0.62609 0.10042 -2.07397
4 O -0.21265 -0.66320 -0.51822
5 C -1.18031 -0.45170 0.45117
6 N -0.92377 0.37520 1.36528
7 C 0.39919 0.93015 1.05162
8 H 1.51001 -1.27624 1.39947
9 H 1.47789 0.42526 -0.85032
10 H -1.60264 0.50840 -1.73498
11 H -0.89802 -0.85472 -2.56091
12 H -2.08908 -1.02810 0.31908
13 H 0.26523 1.93459 0.63901
14 H 1.01973 1.00498 1.94885

These are the natural (NBO) partial charges, in e, on atoms 1 to 5: atom 1 (O): -0.676, atom 2 (C): 0.350, atom 3 (C): -0.470, atom 4 (O): -0.435, atom 5 (C): 0.370

Number 1: electronic energy -9845.846 eV. Number 2: electronic energy -9841.879 eV.